{"formula": "C5H9N3", "method": "the ωB97M-V functional and the def2-TZVPD basis", "lumo_ha": 0.0401, "energy_ev": -9793.19324, "relative_energy_ev": 8.274, "homo_energy_ev": -8.2, "gap_ev": 9.25, "symbols": ["C", "C", "C", "C", "C", "H", "H", "H", "H", "H", "H", "H", "H", "H", "N", "N", "N"], "xyz": [[1.405424, -1.203574, -0.226296], [-0.376810, 1.448276, -0.266865], [-1.441862, 0.372165, 0.239250], [-1.740514, -0.782738, -0.485557], [-0.085254, -0.944560, -0.221953], [1.863177, -1.635792, -1.180488], [1.865045, -1.820890, 0.565406], [2.596102, 0.573395, -0.125441], [-0.750568, 2.427205, -0.425958], [-2.242594, 0.949425, 0.815560], [-2.008472, -0.623463, -1.502576], [-2.323212, -1.370404, 0.024383], [-0.127415, -0.028747, -0.938643], [0.213355, -0.051382, 1.537298], [1.669760, 0.206863, 0.225182], [0.879270, 1.392598, -0.224197], [-0.499220, -0.421857, 0.998870]], "forces_ev_per_a": [[-0.217, -0.991, -0.546], [-1.897, -0.443, 0.167], [0.658, 5.502, 4.828], [2.874, -0.699, -5.959], [-1.900, -0.397, -2.685], [-0.772, 1.308, 0.795], [-0.640, 0.046, -0.066], [-1.131, -1.031, 0.799], [-0.332, 1.021, -0.466], [0.768, -0.919, -0.682], [-0.487, -0.260, -1.016], [-3.171, -3.607, 2.660], [1.604, -2.711, -0.238], [1.334, 1.519, 1.314], [2.536, 3.190, -2.069], [2.637, -0.269, 0.914], [-1.864, -1.259, 2.251]], "nbo_charge": [-0.255, 0.007, -0.116, -0.333, -0.074, 0.205, 0.205, 0.384, 0.197, 0.207, 0.194, 0.210, 0.169, 0.376, -0.508, -0.266, -0.601]}

***

{"formula": "C5H9N3", "method": "the ωB97M-V functional and the def2-TZVPD basis", "lumo_ha": 0.0219, "energy_ev": -9799.22096, "relative_energy_ev": 2.246, "homo_energy_ev": -8.7, "gap_ev": 9.29, "smiles": "C/C(C#N)=N/N(C)C", "symbols": ["C", "C", "C", "C", "C", "H", "H", "H", "H", "H", "H", "H", "H", "H", "N", "N", "N"], "xyz": [[0.903985, 1.545275, 0.145323], [2.291811, -0.487164, -0.101762], [-1.224377, -0.402175, -0.137201], [-2.220546, -1.507792, 0.048262], [-1.733469, 0.973971, -0.162770], [0.144451, 2.180297, -0.339167], [1.892497, 1.988471, -0.052868], [0.716274, 1.525808, 1.247444], [3.090496, 0.149460, -0.490266], [2.218996, -1.440301, -0.596933], [2.468186, -0.663307, 0.971482], [-2.885002, -1.270095, 0.910097], [-1.671281, -2.495820, 0.284497], [-2.805822, -1.603555, -0.908617], [1.023135, 0.196606, -0.380924], [0.031094, -0.712427, -0.228226], [-2.240426, 2.022749, -0.208374]], "forces_ev_per_a": [[0.619, 0.436, 0.326], [-0.147, 0.841, 0.077], [1.313, 0.349, 0.409], [-0.026, -1.118, -0.056], [-1.149, 0.790, -0.167], [0.562, -0.554, 0.159], [-0.418, 0.084, 0.289], [0.085, 0.088, -0.605], [0.071, -0.363, -0.041], [0.349, -0.228, -0.222], [-0.162, 0.147, -0.126], [0.241, -0.217, -0.759], [-0.853, 1.681, -0.545], [0.259, -0.132, 1.104], [-0.415, -0.833, 0.183], [-1.045, 0.740, -0.090], [0.716, -1.710, 0.064]], "nbo_charge": [-0.457, -0.400, 0.045, -0.627, 0.226, 0.239, 0.214, 0.190, 0.197, 0.224, 0.180, 0.228, 0.242, 0.228, -0.237, -0.174, -0.317]}

***

{"formula": "C5H9N3", "method": "the ωB97M-V functional and the def2-TZVPD basis", "lumo_ha": 0.0388, "energy_ev": -9792.03816, "relative_energy_ev": 9.429, "homo_energy_ev": -8.2, "gap_ev": 9.30, "symbols": ["C", "C", "C", "C", "C", "H", "H", "H", "H", "H", "H", "H", "H", "H", "N", "N", "N"], "xyz": [[1.429156, -1.042070, -0.194557], [-0.277389, 1.560593, 0.023090], [-1.288783, 0.428994, 0.599358], [-1.514907, -0.601974, -0.682668], [-0.045703, -0.796554, -0.152642], [1.808634, -1.003713, -1.259082], [1.790382, -1.886487, 0.542436], [2.555764, 0.471269, 0.152122], [-0.989563, 2.413608, -0.379408], [-2.158529, 0.973305, 0.818528], [-1.658617, -0.168347, -1.703823], [-2.196796, -1.420187, -0.563283], [0.037380, 0.245297, -0.579295], [0.325553, -0.326880, 1.990206], [1.683811, 0.234204, 0.269755], [0.957850, 1.501303, -0.140401], [-0.458243, -0.582364, 1.259671]], "forces_ev_per_a": [[-1.247, -2.862, -1.996], [-5.079, 1.100, 0.170], [0.647, 0.535, -2.159], [1.258, 0.218, 0.836], [-0.933, -0.911, -1.143], [-0.217, -1.545, 0.840], [-0.240, 1.575, -1.690], [5.723, 1.921, -0.749], [2.332, -0.850, 0.833], [-1.498, 0.215, 1.940], [0.473, -0.075, 0.937], [-0.653, -0.263, 0.617], [0.579, -3.927, -0.824], [-2.158, 0.096, -2.341], [-2.345, 4.287, 3.145], [3.452, 0.026, 0.911], [-0.094, 0.462, 0.671]], "nbo_charge": [-0.245, 0.021, -0.076, -0.368, -0.127, 0.192, 0.215, 0.352, 0.203, 0.198, 0.205, 0.209, 0.213, 0.393, -0.494, -0.263, -0.628]}

***

{"formula": "C5H9N3", "method": "the ωB97M-V functional and the def2-TZVPD basis", "lumo_ha": -0.0102, "energy_ev": -9796.83714, "relative_energy_ev": 4.630, "homo_energy_ev": -8.0, "gap_ev": 7.70, "symbols": ["C", "N", "C", "C", "C", "C", "N", "N", "H", "H", "H", "H", "H", "H", "H", "H", "H"], "xyz": [[1.224611, 1.191172, 1.073949], [0.257502, 0.653465, 0.138700], [0.544770, -0.633831, -0.405278], [-0.745621, 1.430944, -0.375951], [-1.549316, -1.597172, 0.412362], [1.619718, -1.192147, -1.011211], [-0.435820, -1.609964, -0.230956], [-1.554930, 1.181304, -1.317047], [-1.397303, 0.287251, -1.779119], [-0.860374, 2.383004, 0.138749], [2.215915, 1.249002, 0.616303], [0.925128, 2.193272, 1.383248], [1.288267, 0.553205, 1.959910], [-1.916188, -0.675080, 0.835663], [-2.170937, -2.477752, 0.427282], [2.443758, -0.496855, -1.216001], [0.110817, -2.439817, -0.650604]], "forces_ev_per_a": [[0.170, 0.031, 0.111], [-0.007, -0.460, -0.073], [0.946, 0.653, -0.417], [-0.002, 0.158, 0.062], [0.232, -0.037, -0.776], [-0.048, 0.340, -0.106], [-0.202, -1.376, 0.729], [-0.389, -0.078, -0.266], [0.192, 0.001, 0.042], [0.113, 0.049, 0.091], [-0.057, 0.027, 0.048], [-0.023, -0.069, -0.045], [0.038, 0.079, -0.053], [0.137, 0.117, 0.024], [0.137, -0.161, 0.063], [-0.070, 0.031, 0.209], [-1.166, 0.696, 0.359]], "nbo_charge": [-0.386, -0.483, 0.065, 0.290, -0.063, -0.439, -0.417, -0.716, 0.331, 0.163, 0.203, 0.206, 0.197, 0.216, 0.206, 0.149, 0.479]}